Density functional theory data (ωB97M-V with the def2-TZVPD basis set) for a single C4H4N2S molecule in a non-equilibrium geometry.

Each line ends with the natural charge from an NBO analysis.
Cartesian coordinates (Å):
C: 0.83230 -0.18831 0.04601  0.185
C: 0.20485 1.02564 0.01078  -0.218
C: -1.14846 0.87491 0.04637  -0.308
C: -1.37132 -0.47431 0.02036  0.014
H: 0.74356 1.92106 0.10196  0.232
H: -2.00402 1.59098 -0.01752  0.236
H: -2.32769 -0.98224 -0.21531  0.216
H: -0.16563 -2.06899 -0.12964  0.417
N: 2.05173 -0.70898 0.17656  -0.506
N: -0.21404 -1.11355 -0.00520  -0.464
S: 3.39873 0.12380 -0.03438  0.197

The calculation puts the LUMO energy at -1.244 eV. The value obtained for the molar mass is 112.16 u. Its net charge is 0. Its SMILES is S=Nc1ccc[nH]1. The spin multiplicity is 1. For the total energy, the calculation gives -662.45452 Eh. As for the frontier orbital gap: 0.2495 Eh. The energy relative to the best compared isomer or geometry (same formula, charge and spin) comes out at 186.71 kJ/mol.